Entry 1:
C35H27N2O4S2 | ωB97M-V/def2-TZVPD

## Properties
* energy above the lowest of the compared OMol25 structures with the same formula, charge and spin: 162.7 kJ/mol
* calculated total energy: -69569.113 eV
* HOMO-LUMO gap: 4.62 eV
* total charge: -1
* LUMO level: 0.0986 hartree
* largest force on an atom: 8.3 eV/Å

Structure (XYZ):
```
70
C35H27N2O4S2 | the OMol25 dataset | ωB97M-V/def2-TZVPD
C -0.48102 -3.36420 -5.69555
C -1.06537 -2.23374 -6.28230
C -1.50147 -1.18654 -5.47105
C -1.39397 -1.27446 -4.06749
C -2.01995 -0.32122 -3.14404
N -1.73157 -0.43883 -1.87890
C -1.74326 0.10328 -0.69300
C -0.75911 1.05516 -0.34433
N 0.02489 1.90784 -0.11853
C -2.95035 0.71253 -3.66004
C -3.87226 0.42175 -4.69022
C -4.65698 1.42839 -5.24765
C -4.56088 2.73650 -4.75673
C -3.78183 2.99660 -3.61791
C -2.98147 1.98982 -3.07096
C -0.62666 -2.31606 -3.51930
C -0.19967 -3.37540 -4.31763
H -0.23365 -4.22230 -6.32476
H -1.19410 -2.17361 -7.36870
H -1.93301 -0.29641 -5.92464
H -2.55365 -0.10093 0.02706
H -3.95439 -0.59626 -5.08225
H -5.33853 1.19426 -6.06844
H -5.13544 3.53076 -5.23621
H -3.81832 3.98847 -3.15914
H -2.31710 2.18956 -2.22792
H -0.40489 -2.29435 -2.45848
H 0.33451 -4.21988 -3.88330
C -1.37645 4.25197 3.91179
C -1.13078 4.10849 2.54116
C 0.08689 3.57445 2.11857
C 0.80569 2.78123 3.01369
S 1.98062 1.56184 2.43243
C 1.17754 0.00273 2.05746
C -0.11942 -0.34359 2.24133
C -0.53511 -1.72173 2.60349
C -0.67153 -2.76277 1.65662
C -0.90306 -4.08905 2.04727
C -1.08190 -4.40453 3.39946
C -1.06557 -3.36674 4.34403
C -0.81126 -2.04334 3.95320
S 2.37929 -1.35908 1.68582
C 4.03780 -0.64734 1.60561
C 4.49595 -0.14738 0.39143
C 5.74187 0.46670 0.33917
C 6.55415 0.51726 1.47197
C 6.11654 -0.06784 2.66313
C 4.87121 -0.68997 2.72369
O 2.42972 -2.23138 2.84638
O 2.05788 -1.84601 0.35515
O 2.60597 2.06577 1.22775
O 2.76762 1.27891 3.62286
C 0.62355 2.96123 4.39040
C -0.43418 3.76120 4.82814
H -2.29801 4.72420 4.26671
H -1.88202 4.38805 1.80155
H 0.46251 3.70749 1.09971
H -0.83843 0.46461 2.38717
H -0.56441 -2.52655 0.59874
H -0.94146 -4.88350 1.29642
H -1.23031 -5.44494 3.71447
H -1.19530 -3.59843 5.40643
H -0.72545 -1.25220 4.70661
H 3.85580 -0.21477 -0.48302
H 6.05802 0.92379 -0.59384
H 7.52146 1.01663 1.43014
H 6.72965 -0.04331 3.56354
H 4.52151 -1.18608 3.62703
H 1.31141 2.49809 5.09584
H -0.53851 3.97515 5.89292
```

Results of the natural (NBO) charge analysis, in e, for atoms 1 through 8: -0.217, -0.236, -0.199, -0.104, 0.242, -0.391, -0.478, 0.250



Entry 2:
C35H27N3O5PReS2Se2 | ωB97M-V/def2-TZVPD

## Properties
* energy above the lowest of the compared OMol25 structures with the same formula, charge and spin: 118.5 kJ/mol
* calculated total energy: -215228.328 eV
* HOMO-LUMO gap (alpha / beta): 6.68 / 6.76 eV
* total charge: -1
* LUMO level (alpha / beta): 0.0455 / 0.0474 hartree
* multiplicity: 2
* largest force on an atom: 1.4 eV/Å

Structure (XYZ):
```
76
C35H27N3O5PReS2Se2 | the OMol25 dataset | ωB97M-V/def2-TZVPD
Re 0.98186 -0.36324 -1.20289
C -0.28685 3.10366 1.49047
C -0.22042 2.17210 0.30902
N 0.73052 1.27950 0.24124
N 1.69767 1.44126 1.24223
C 2.85917 1.02713 0.88738
S 3.18409 0.24618 -0.61797
S 4.23673 1.27304 1.95859
C 3.79589 2.87248 2.71345
C 4.17632 4.03607 1.84025
C 3.37000 4.42478 0.77298
C 3.74527 5.47357 -0.05123
C 4.93287 6.15292 0.17999
C 5.74356 5.77296 1.23850
C 5.36690 4.72045 2.05967
C -1.15629 2.36807 -0.79034
C -2.32883 3.12651 -0.66217
C -3.10866 3.43301 -1.75498
C -2.71476 3.01100 -3.02637
C -1.57918 2.24952 -3.18547
C -0.81990 1.88838 -2.06639
O 0.20603 1.06537 -2.23814
H -0.16130 2.54205 2.41288
H 0.52639 3.82694 1.45013
H -1.22204 3.65414 1.51378
H 2.72895 2.84137 2.92545
H 4.33080 2.91102 3.66237
H 2.45709 3.88244 0.57273
H 3.11071 5.75572 -0.88124
H 5.22702 6.97031 -0.46508
H 6.67378 6.29413 1.42446
H 6.00707 4.42295 2.88193
H -2.65397 3.45837 0.31360
H -4.02135 3.99777 -1.62555
H -3.31650 3.25959 -3.89066
H -1.27261 1.87452 -4.15204
O -2.04478 -4.43807 -6.20753
C -2.50759 -3.34159 -5.85059
O -3.50156 -2.69797 -6.23285
C -1.74207 -2.68004 -4.67130
C -2.33188 -1.67678 -3.91407
C -1.64595 -1.10843 -2.86035
N -0.40050 -1.48143 -2.53696
C 0.18528 -2.42889 -3.28833
C -0.44765 -3.05964 -4.33532
C 1.59842 -2.72655 -2.88398
O 2.26804 -3.60226 -3.37685
O 2.01607 -1.91848 -1.92367
H -3.32999 -1.35131 -4.17297
H -2.09692 -0.35559 -2.23620
H 0.05132 -3.84258 -4.88752
Se 0.94520 -1.69277 0.88054
P -1.23045 -1.99119 1.28987
Se -2.45872 -0.49193 0.44771
C -1.59194 -3.65700 0.66213
C -2.23741 -3.75651 -0.56695
C -2.39841 -4.99032 -1.17827
C -1.92155 -6.13635 -0.56181
C -1.26522 -6.04364 0.65787
C -1.08744 -4.80986 1.26313
C -1.33807 -1.95275 3.10856
C -0.95023 -0.74730 3.69746
C -0.97240 -0.59765 5.07108
C -1.38851 -1.64914 5.87874
C -1.78671 -2.84207 5.30198
C -1.75984 -2.99792 3.92073
H -2.61779 -2.86004 -1.04150
H -2.88997 -5.04879 -2.14060
H -2.04498 -7.09909 -1.03991
H -0.86810 -6.93230 1.13150
H -0.50404 -4.75006 2.17147
H -0.62301 0.06697 3.06234
H -0.66230 0.33977 5.51425
H -1.40658 -1.53274 6.95464
H -2.12683 -3.66070 5.92308
H -2.11100 -3.92307 3.48988
```

Results of the Löwdin charge analysis, in e, for atoms 1 through 8: 1.126, -0.002, -0.261, -0.156, -0.087, -1.126, 0.629, 0.907